The following is a DFT calculation (ωB97M-V with the def2-TZVPD basis set) of a structure of composition C6H15ClO4PZr at a distorted geometry.

Last column: natural (NBO) charge in e.
Positions of all 28 atoms, in Å:
Zr1 -34.04 -15.77 -20.75  1.9500
Cl1 -35.40 -13.73 -20.07  -0.5130
C1 -40.28 -12.01 -16.31  -0.6096
C2 -38.95 -11.28 -16.50  -0.0897
O1 -38.30 -11.09 -15.27  -0.6016
P1 -36.66 -10.87 -15.22  2.5264
O2 -35.91 -12.12 -15.46  -0.9122
O3 -36.48 -9.60 -16.16  -0.6848
C3 -35.43 -9.43 -17.13  -0.0790
C4 -35.53 -10.40 -18.31  -0.6502
O4 -36.47 -10.18 -13.80  -0.6501
C5 -35.82 -10.83 -12.74  -0.0826
C6 -35.96 -10.07 -11.46  -0.6461
H1 -40.61 -12.24 -17.33  0.2501
H2 -40.19 -12.91 -15.71  0.2573
H3 -41.00 -11.34 -15.83  0.2884
H4 -38.41 -12.08 -17.08  0.2857
H5 -39.00 -10.36 -17.08  0.2621
H6 -35.59 -8.39 -17.39  0.2526
H7 -34.39 -9.62 -16.80  0.2560
H8 -34.74 -10.28 -19.05  0.2627
H9 -35.48 -11.44 -17.97  0.2172
H10 -36.50 -10.38 -18.83  0.2384
H11 -36.16 -11.88 -12.66  0.2995
H12 -34.73 -11.02 -12.92  0.3060
H13 -36.99 -9.80 -11.18  0.2891
H14 -35.55 -10.70 -10.67  0.2747
H15 -35.42 -9.12 -11.37  0.3028

E_HOMO = -18.233 eV
E_LUMO = -0.607 Ha
frontier orbital gap = 1.7 eV
net charge = +3
energy = -1385.7810 hartree